No. 1
The following is a quantum chemistry calculation of a cluster of 4 separate species, C4H14N2O5 in total at a distorted geometry, from the OMol25 dataset.

```
25
Properties=species:S:1:pos:R:3:forces:R:3:lowdin_spin:R:1
C -0.7723 0.3618 1.4748 -0.02 0.80 -0.88 -0.006
C -0.9290 1.0735 0.1368 0.83 -0.12 -0.34 0.002
N 0.0721 0.8715 -0.8811 0.03 -1.55 1.39 0.327
C 1.0815 -0.1380 -0.7084 -0.39 2.96 0.29 0.086
C 0.5544 -1.6180 -0.9390 -1.63 -0.87 -1.54 0.086
N -0.6629 -1.7717 -1.4859 0.82 0.74 0.33 0.029
O 1.3094 -2.5143 -0.6934 0.55 -0.07 0.06 0.332
O -1.8219 1.8021 -0.2102 -0.10 0.07 0.68 0.099
H 0.1617 0.6020 1.9716 0.24 0.16 -0.02 -0.001
H -1.5783 0.7652 2.0599 -0.39 -0.30 0.45 0.000
H -0.8013 -0.7202 1.3628 -0.33 -0.03 -0.01 -0.001
H -0.1889 1.3859 -1.7253 0.58 -0.35 -0.20 0.004
H 1.9267 0.1112 -1.3443 0.00 -0.66 -0.43 0.005
H 1.4554 -0.0482 0.3228 -0.18 -0.59 -0.15 0.011
H -1.2867 -0.9878 -1.6381 -0.14 0.01 -0.15 0.003
H -0.9549 -2.6439 -1.9069 0.21 -0.20 0.36 0.001
H 1.4583 -2.0687 2.0715 0.41 -0.25 0.08 0.000
H 2.3665 -2.1978 0.8454 0.21 -0.35 0.41 -0.001
O 2.3904 -2.0606 1.8036 -0.46 0.55 -0.14 0.020
H 1.7576 2.3373 1.7034 0.61 -0.05 0.23 0.000
H 1.7619 3.7516 1.3258 0.48 0.42 -0.04 0.000
O 2.3934 3.0354 1.4800 -1.12 -0.34 -0.18 0.000
H -2.6452 0.6666 -1.3781 -0.65 0.02 -0.21 0.000
H -3.9916 0.1273 -1.8833 0.55 -0.31 -0.02 0.000
O -3.0563 -0.1224 -1.7644 -0.10 0.32 0.02 0.002
```
Forces are in eV/Å.

Output
Gap between HOMO and LUMO (spin up / spin down) ... 11.27 / 5.40 eV
<S²> ... 0.761
Multiplicity ... 2
Net charge ... +1


No. 2
The following is a quantum chemistry calculation of a structure of composition C4H5N2O at a distorted geometry, from the OMol25 dataset.

```
12
Properties=species:S:1:pos:R:3:forces:R:3:lowdin_charge:R:1
C 0.1195 -1.2922 0.0550 0.32 0.34 2.03 -0.016
C -1.3542 0.5620 -0.1225 3.56 -0.38 1.39 -0.172
C 0.5949 0.8705 0.0483 -4.75 0.08 -1.78 -0.206
C -1.2602 -0.8824 0.3955 -0.80 -0.21 -0.18 -0.057
N 1.0143 -0.3452 -0.0024 1.75 -2.73 -0.11 0.126
N 1.1465 1.9982 0.2393 3.13 -0.43 1.79 0.246
O -2.1210 1.3967 -0.0371 -1.82 1.53 -0.66 0.234
H 0.3337 -2.3791 -0.0192 0.32 1.01 -0.48 0.159
H -1.9332 -1.6562 0.0042 -0.32 0.61 0.03 0.141
H -1.5873 -0.6376 1.4576 0.89 -0.75 -0.94 0.185
H 0.6076 2.8290 0.0789 0.02 0.52 0.14 0.142
H 2.1467 2.0170 0.6833 -2.29 0.41 -1.24 0.216
```
Forces are in eV/Å.

Output
Gap between HOMO and LUMO ... 8.38 eV
Multiplicity ... 1
Net charge ... +1


No. 3
The following is a quantum chemistry calculation of a cluster of 6 separate species, C42H92N4O6 in total at a distorted geometry, from the OMol25 dataset.

```
144
Properties=species:S:1:pos:R:3:forces:R:3:lowdin_charge:R:1
C 6.8036 -1.1125 -1.1837 1.25 0.47 -0.64 -0.032
C 5.6317 -0.2828 -0.6687 -0.16 -0.86 0.40 -0.509
C 5.8018 -0.2133 0.8395 -0.43 -1.13 2.18 -0.141
C 4.8510 0.7253 1.6332 1.00 -0.65 -2.56 -0.163
C 5.0567 2.1053 1.0005 0.11 -0.50 1.11 -0.134
C 5.0218 2.2028 -0.5165 -0.53 0.01 -1.02 -0.494
N 5.6966 1.0687 -1.2035 0.62 0.21 0.84 -0.068
O 5.3768 1.0791 -2.5862 -0.20 0.19 -0.06 -0.044
C 3.5289 2.3370 -0.8945 0.14 -0.10 0.98 -0.030
C 5.7944 3.4459 -0.9773 -0.02 0.65 0.09 -0.038
C 4.3434 -1.0559 -1.0398 -0.46 0.38 -0.35 -0.013
H 6.9698 -0.9827 -2.2570 -0.48 -0.24 -0.07 0.083
H 6.7554 -2.1750 -0.9521 -0.40 0.00 0.01 0.090
H 7.7559 -0.7630 -0.7704 -0.19 0.14 0.26 0.084
H 5.5911 -1.2286 1.2085 -0.18 -0.07 -0.25 0.115
H 6.8210 -0.1373 1.2309 0.25 0.74 -0.72 0.121
H 5.1312 0.7366 2.6808 -0.30 -0.05 0.12 0.106
H 3.8729 0.2803 1.4444 -0.24 0.53 0.42 0.071
H 6.0443 2.4006 1.3664 -0.11 0.45 -0.03 0.126
H 4.2644 2.7407 1.4053 0.43 0.51 -0.10 0.121
H 3.2699 2.3491 -1.9477 0.23 0.00 -0.09 0.080
H 3.0009 1.5273 -0.3873 -0.17 -0.05 -0.29 0.057
H 3.1837 3.2430 -0.3898 -0.17 0.13 -0.37 0.090
H 5.5659 3.6697 -2.0222 0.14 -0.04 -0.04 0.078
H 5.5506 4.3614 -0.4298 -0.46 -0.19 0.12 0.087
H 6.8742 3.3628 -0.8399 -0.03 -0.44 -0.14 0.089
H 4.3127 -1.1140 -2.1303 -0.23 -0.01 0.03 0.068
H 3.4240 -0.5807 -0.6908 0.08 0.27 -0.10 0.056
H 4.2598 -2.0807 -0.6735 0.60 0.02 0.17 0.091
H 5.9655 1.7512 -2.9517 0.11 -0.20 -0.02 0.114
C -3.5645 -1.4871 -0.1268 -0.31 -1.58 -0.08 -0.042
C -2.4443 -1.4844 -1.1664 0.31 0.36 0.63 -0.463
C -3.0807 -1.1039 -2.5165 -0.31 -0.24 -1.85 -0.111
C -2.2587 -0.2329 -3.4734 0.97 0.22 -0.04 -0.174
C -1.4947 0.8205 -2.6965 -0.01 0.36 0.09 -0.136
C -0.6105 0.2911 -1.5595 0.18 0.05 -1.35 -0.503
N -1.4988 -0.4465 -0.6744 0.49 0.24 -0.30 -0.110
O -0.7805 -0.9223 0.4705 -0.59 0.08 -0.73 -0.034
C 0.5180 -0.5292 -2.1899 0.93 -0.02 -0.11 -0.028
C 0.1018 1.4892 -0.9069 -1.30 -0.70 1.71 -0.019
C -1.7262 -2.8309 -1.3002 -0.63 -0.13 -0.21 -0.010
H -4.2925 -2.2654 -0.3874 -0.18 0.27 -0.26 0.110
H -4.0704 -0.5267 -0.0483 0.50 -0.45 -0.39 0.036
H -3.2665 -1.8043 0.8777 0.45 -0.03 -0.51 0.075
H -3.2646 -2.0192 -3.0933 0.10 -0.27 0.41 0.115
H -4.0983 -0.7042 -2.4985 0.14 0.38 0.88 0.111
H -2.8215 0.3039 -4.2418 -0.61 -0.22 0.29 0.108
H -1.5620 -0.8085 -4.0952 0.04 -0.27 0.37 0.105
H -2.2378 1.5062 -2.2741 0.18 0.16 0.00 0.119
H -0.8275 1.3719 -3.3654 -0.19 0.17 0.00 0.125
H 1.1931 -0.8966 -1.4128 -0.36 -0.63 0.03 0.079
H 0.1827 -1.2845 -2.8953 -0.01 -0.37 0.36 0.063
H 1.2171 0.0691 -2.7878 -0.38 0.47 0.00 0.079
H -0.5800 2.1383 -0.3428 0.08 0.16 -0.87 0.060
H 0.6513 1.1040 -0.0415 0.90 -0.02 -0.58 0.080
H 0.6530 2.0174 -1.6733 0.36 0.13 0.27 0.084
H -1.2900 -3.1997 -0.3757 0.17 0.28 0.07 0.076
H -0.9704 -2.7012 -2.0684 0.17 -0.38 0.04 0.070
H -2.4400 -3.5910 -1.6284 0.03 0.03 -0.10 0.088
H -1.2777 -0.4895 1.1756 0.04 -0.12 0.12 0.047
C 4.1811 -1.7379 4.0939 0.08 0.74 -1.10 -0.028
C 2.9107 -1.5009 4.8848 -1.47 -0.28 0.22 -0.502
C 2.3726 -0.0512 4.7201 1.22 -0.39 -0.68 -0.113
C 1.6618 0.2461 3.3857 0.46 -0.88 0.48 -0.146
C 0.5217 -0.7622 3.2382 -0.71 1.47 -0.54 -0.145
C 1.0072 -2.1984 3.2320 0.59 0.43 0.96 -0.498
N 1.7887 -2.3808 4.4733 -0.87 0.27 1.21 -0.093
O 2.0668 -3.7733 4.6480 0.66 0.23 -0.42 -0.028
C -0.2298 -3.0919 3.3361 0.04 -0.63 -0.60 -0.019
C 1.8624 -2.5473 2.0359 0.06 -1.81 -1.65 -0.020
C 3.1150 -1.7168 6.3975 -0.48 -0.31 -0.20 -0.028
H 3.9896 -1.3651 3.0830 0.06 -0.26 0.00 0.039
H 4.4722 -2.7809 3.9923 -0.02 -0.04 0.33 0.092
H 5.0183 -1.1083 4.4059 0.03 -0.28 0.50 0.087
H 1.7131 0.1913 5.5502 -0.04 0.01 0.04 0.115
H 3.3109 0.5084 4.8116 -0.35 0.60 0.08 0.116
H 2.3132 0.0774 2.5270 0.19 0.18 0.21 0.070
H 1.4123 1.3068 3.3884 -0.52 -0.07 -0.17 0.113
H -0.0431 -0.5793 2.3155 0.77 -0.14 0.24 0.079
H -0.2520 -0.5672 3.9869 0.29 -0.40 0.51 0.108
H -0.8276 -2.8230 4.2043 0.09 -0.04 0.11 0.089
H -0.8602 -3.0329 2.4439 0.08 0.46 -0.04 0.076
H 0.0415 -4.1471 3.3783 0.10 0.07 0.30 0.082
H 1.2473 -2.8123 1.1666 -0.18 0.29 0.07 0.083
H 2.6674 -1.9387 1.6199 -0.34 0.74 0.57 0.060
H 2.3780 -3.4926 2.2475 -0.10 0.03 0.22 0.092
H 3.9502 -1.1283 6.7725 0.14 -0.18 0.02 0.089
H 3.2333 -2.7785 6.6204 0.70 0.08 0.09 0.070
H 2.2180 -1.4504 6.9603 -0.04 0.28 -0.19 0.086
H 2.1933 -3.8430 5.5976 -0.27 -0.20 0.05 0.076
C -3.3517 -0.2408 2.9404 -0.11 0.99 0.17 0.001
C -3.3035 1.3158 2.9963 0.35 -0.57 -0.36 -0.488
C -2.3226 1.8932 1.9331 -0.37 0.32 -0.01 -0.108
C -2.8608 1.8226 0.4942 -0.52 -0.01 1.63 -0.170
C -4.2865 2.3504 0.4637 -0.37 0.03 -1.38 -0.123
C -5.2935 1.9024 1.5423 -0.04 0.27 -1.32 -0.495
N -4.6187 1.9118 2.8161 0.40 1.03 0.12 -0.109
O -5.4980 1.5611 3.8792 0.14 -0.02 -0.26 -0.007
C -6.4049 2.9478 1.5454 -0.56 0.56 -1.04 -0.054
C -5.9616 0.5527 1.1174 0.89 -0.67 1.62 -0.001
C -2.7219 1.7792 4.3161 0.20 -0.28 1.28 -0.046
H -4.2236 -0.5565 3.5126 0.09 -0.21 0.09 0.089
H -2.4518 -0.6415 3.4048 0.05 -0.22 -0.09 0.071
H -3.4603 -0.5910 1.9143 0.08 0.30 0.66 0.027
H -2.0921 2.9097 2.2625 -0.15 0.20 -0.25 0.121
H -1.3684 1.3669 2.0281 0.01 -0.16 0.02 0.098
H -2.7677 0.7676 0.2217 -0.30 0.80 -0.32 0.069
H -2.2649 2.4166 -0.1973 -0.17 -0.16 0.13 0.088
H -4.7331 2.0410 -0.4904 -0.04 -0.22 0.01 0.116
H -4.2894 3.4327 0.2998 0.17 0.16 0.79 0.116
H -6.8057 3.0569 0.5267 -0.15 -0.75 0.01 0.087
H -7.2331 2.6463 2.1839 0.02 0.26 0.17 0.081
H -6.1184 3.9996 1.6496 0.46 -0.27 1.03 0.085
H -5.7926 -0.1097 1.9738 -0.58 -0.04 0.08 0.075
H -7.0335 0.6391 0.9749 0.01 -0.02 -0.30 0.081
H -5.4501 -0.0233 0.3445 -0.77 0.85 -0.26 0.044
H -1.6677 1.4892 4.3550 0.06 0.19 -0.10 0.075
H -3.1463 1.3377 5.2239 -0.33 -0.29 -0.34 0.086
H -2.8073 2.8524 4.4937 0.08 0.10 -0.46 0.090
H -5.6774 2.4332 4.2473 -0.14 -0.18 0.23 0.107
C -7.7976 1.1508 -3.7456 0.84 0.51 -0.22 -0.056
C -7.6160 -0.1376 -4.5202 0.47 -0.37 -0.69 -0.488
C -6.7574 0.0391 -5.7665 0.26 0.44 -1.01 -0.068
O -6.9153 -1.0617 -3.6953 -0.11 0.02 1.42 -0.068
H -6.8176 1.5885 -3.5188 0.14 -0.42 0.16 0.078
H -8.3062 1.0161 -2.7948 -0.30 0.01 -0.15 0.078
H -8.2170 1.9392 -4.3741 -0.67 -0.28 0.11 0.081
H -8.5722 -0.6203 -4.7511 -0.10 0.37 -0.17 0.133
H -5.7692 0.3837 -5.4488 0.13 -0.41 0.07 0.077
H -6.9994 0.7539 -6.5640 -0.79 0.29 0.61 0.080
H -6.6986 -0.8758 -6.3638 0.28 -0.28 0.49 0.079
H -6.2951 -1.6361 -4.1427 -0.10 0.12 -0.58 0.074
C 3.5740 0.2387 -6.6253 -1.19 -0.24 -0.30 -0.055
C 3.6500 -0.4781 -5.2858 0.08 0.13 0.51 -0.483
C 3.0259 -1.8747 -5.1643 0.64 0.13 -0.01 -0.051
O 5.0440 -0.4869 -4.9265 -0.32 -0.25 0.17 -0.073
H 2.5592 0.4969 -6.9563 -0.14 -0.14 0.46 0.074
H 3.9119 -0.4139 -7.4323 0.59 0.15 0.11 0.080
H 4.1000 1.1881 -6.5784 0.37 -0.17 -0.10 0.074
H 3.1368 0.0643 -4.4811 -0.10 0.52 -0.35 0.117
H 1.9398 -1.8381 -5.2375 -0.04 0.04 -0.18 0.071
H 3.2791 -2.2275 -4.1624 -0.10 -0.09 0.00 0.067
H 3.4371 -2.6030 -5.8652 -0.06 0.12 -0.16 0.078
H 5.0982 -0.0346 -4.0707 0.24 -0.25 -0.11 0.030
```
Forces are in eV/Å.

Output
Gap between HOMO and LUMO ... 8.51 eV
SMILES ... CC1(C)CCCC(C)(C)N1O.CC1(C)CCCC(C)(C)N1O.CC1(C)CCCC(C)(C)N1O.CC1(C)CCCC(C)(C)N1O.CC(C)O.CC(C)O
Multiplicity ... 1
Net charge ... 0


Taking the records one at a time from the top gives DFT total energy values of -646.2024 -339.8249 -2325.6655 Ha.
Taking the records one at a time from the top gives energy relative to the best compared isomer or geometry (same formula, charge and spin) values of 0.000 1.142 1.451 eV.